C3H5N3OS in the gas phase at a distorted geometry. Source: OMol25; level of theory: wB97M-V/def2-TZVPD.

Its SMILES is [H]/N=C1/N/C(=N/[H])SCO1. The energy above the lowest of the compared OMol25 structures with the same formula, charge and spin comes out at 16.8 kcal per mole. The value obtained for the lowest unoccupied orbital energy is 0.522 eV. The calculation puts the orbital gap at 10.02 eV.

Each line ends with the Löwdin charge.
Atoms and positions in Å:
H (-3.0898, 0.1556, -0.5446)  0.07
N (-2.3398, 0.8235, -0.3627)  0.16
C (-1.2330, 0.2412, -0.1860)  -0.51
N (-0.1008, 0.9710, 0.1842)  0.09
C (1.2193, 0.7101, -0.1054)  -0.74
N (2.0525, 1.6665, -0.1240)  0.09
H (2.9947, 1.3434, -0.2706)  0.03
S (1.6035, -0.9973, -0.4070)  0.99
C (0.0829, -1.6491, 0.3153)  -0.46
O (-1.0598, -1.1032, -0.3044)  -0.06
H (-0.2783, 1.9742, 0.2746)  0.16
H (0.0914, -1.4365, 1.4016)  0.11
H (0.0572, -2.6994, 0.1289)  0.08

---

C3IO2 as an isolated structure at a distorted geometry. Source: OMol25; level of theory: wB97M-V/def2-TZVPD.

Its total charge is -1. The energy above the lowest of the compared OMol25 structures with the same formula, charge and spin comes out at 25.1 kcal per mole. The value obtained for the lowest unoccupied orbital energy is 3.146 eV. The calculation puts the orbital gap at 6.84 eV.

Each line ends with the Löwdin charge.
Atoms and positions in Å:
C (0.9735, -1.2010, -0.0063)  -0.31
C (0.3203, -0.1289, 0.0819)  -0.22
C (-0.3450, 1.0019, 0.0138)  -1.10
O (1.4757, -2.3130, -0.0907)  -0.04
O (-0.0865, 2.1479, 0.0082)  -0.06
I (-2.3381, 0.4932, -0.0070)  0.73

---

C5H13N2O as an isolated structure at a distorted geometry. Source: OMol25; level of theory: wB97M-V/def2-TZVPD.

Its total charge is +1. The energy above the lowest of the compared OMol25 structures with the same formula, charge and spin comes out at 180.7 kcal per mole. The value obtained for the lowest unoccupied orbital energy is -8.636 eV. The calculation puts the orbital gap at 5.91 eV.

Each line ends with the Löwdin charge.
Atoms and positions in Å:
O (2.4395, -0.2768, -0.0817)  0.17
C (1.5744, 0.0401, -0.7950)  -0.52
N (0.9242, 0.4830, -1.7230)  0.23
C (2.8262, 0.8704, -4.0468)  -0.04
C (-1.0645, -0.0112, 1.4186)  -0.24
N (-2.3209, 0.3802, 1.7273)  0.18
C (-3.3073, -0.6064, 1.7686)  -0.02
C (-0.2168, -0.5094, 2.7102)  0.08
H (2.3335, 0.4094, -4.8928)  0.02
H (3.2612, 1.8130, -4.3776)  0.02
H (2.0897, 1.0844, -3.2658)  -0.03
H (3.6079, 0.2526, -3.6009)  0.03
H (-0.5749, 0.8643, 0.9837)  0.13
H (0.2936, 0.2785, -0.7173)  0.12
H (-0.9980, -0.8707, 0.7357)  0.15
H (-3.8768, -0.3783, 2.6825)  0.15
H (-3.9872, -0.4087, 0.9238)  0.17
H (-2.8862, -1.6112, 1.7108)  0.12
H (-0.3398, -1.5706, 2.8463)  0.09
H (-0.6060, 0.0907, 3.5187)  0.09
H (0.8281, -0.3234, 2.4749)  0.10

---

C4H6N2O2 in the gas phase at a distorted geometry. Source: OMol25; level of theory: wB97M-V/def2-TZVPD.

Its SMILES is OCC1(O)C=NN=C1. The energy above the lowest of the compared OMol25 structures with the same formula, charge and spin comes out at 160.6 kcal per mole. The value obtained for the lowest unoccupied orbital energy is -0.507 eV. The calculation puts the orbital gap at 8.62 eV.

Each line ends with the Löwdin charge.
Atoms and positions in Å:
O (0.4466, 1.7219, -0.4602)  -0.12
C (-0.7044, 0.9107, -0.1837)  -0.24
C (-0.4193, -0.4015, 0.2943)  -0.72
O (-1.3586, -1.0780, 0.6717)  0.06
C (0.8646, -0.2146, 1.0749)  -0.12
N (1.8778, -0.6259, 0.5128)  0.00
N (1.6965, -1.2172, -0.7135)  0.06
C (0.3591, -1.2461, -0.8568)  -0.01
H (0.3178, 2.7951, -0.7038)  0.21
H (-1.2962, 1.3741, 0.7101)  0.15
H (-1.6831, 1.0998, -0.9651)  0.19
H (-1.1146, -2.1753, 0.5043)  0.27
H (0.9498, 0.4598, 2.0151)  0.16
H (0.0641, -1.4028, -1.9000)  0.11

---

C4H7N3O in the gas phase at a distorted geometry. Source: OMol25; level of theory: wB97M-V/def2-TZVPD.

Its SMILES is C=CN(/C=N\O)N=C. The energy above the lowest of the compared OMol25 structures with the same formula, charge and spin comes out at 178.5 kcal per mole. The value obtained for the lowest unoccupied orbital energy is -0.438 eV. The calculation puts the orbital gap at 7.89 eV.

Each line ends with the Löwdin charge.
Atoms and positions in Å:
C (-2.1739, -0.7501, 0.6171)  -0.01
C (-1.0782, -1.0535, -0.2292)  -0.15
N (0.1740, -0.3442, 0.0019)  -0.18
C (1.3337, -0.9399, -0.4191)  -0.21
N (2.6528, -0.8476, -0.1613)  -0.01
O (3.2113, 0.2188, 0.5903)  -0.05
N (0.4424, 1.0574, 0.1806)  0.04
C (-0.4222, 1.9420, -0.4719)  0.04
H (-3.2867, -1.0521, 0.7530)  0.07
H (-1.8956, -0.0210, 1.5634)  0.10
H (-1.1011, -1.7126, -1.1102)  0.10
H (1.3290, -2.0849, -0.8222)  0.16
H (2.6371, 0.8766, 0.4604)  -0.04
H (-0.2576, 2.9759, -0.3989)  0.03
H (-1.5652, 1.7352, -0.5540)  0.09

---

C4H16AlN8O4 as an isolated structure at a distorted geometry. Source: OMol25; level of theory: wB97M-V/def2-TZVPD.

Its total charge is +3. The energy above the lowest of the compared OMol25 structures with the same formula, charge and spin comes out at 19.9 kcal per mole. The value obtained for the lowest unoccupied orbital energy is -15.795 eV. The calculation puts the orbital gap at 3.11 eV.

Each line ends with the Löwdin charge.
Atoms and positions in Å:
Al (0.3963, 1.5830, -0.1085)  1.49
C (-0.6011, 1.4523, 3.6128)  -0.57
O (-0.5531, 1.3938, 2.3652)  -0.06
N (-1.7374, 1.8196, 4.2687)  0.21
N (0.4247, 1.1211, 4.4298)  0.23
H (-2.4580, 2.2278, 3.6896)  0.13
H (-1.6985, 2.1681, 5.2153)  0.14
H (1.3500, 1.0260, 4.0475)  0.13
H (0.2402, 0.9201, 5.4000)  0.14
C (-1.6653, -1.8587, 0.1885)  -0.56
O (-1.0830, -0.7777, 0.4904)  0.01
N (-1.2877, -3.0571, 0.6418)  0.24
N (-2.6885, -1.8241, -0.7013)  0.23
H (-1.8914, -3.8590, 0.5428)  0.15
H (-0.5324, -3.1164, 1.3063)  0.14
H (-3.1817, -0.9919, -0.9612)  0.11
H (-2.9924, -2.7214, -1.0503)  0.14
C (4.0852, 0.0001, -0.3501)  -0.59
O (3.0966, 0.7156, -0.0984)  -0.04
N (3.9888, -1.1286, -1.1141)  0.22
N (5.3216, 0.2378, 0.1227)  0.24
H (3.1321, -1.4662, -1.5138)  0.12
H (4.8573, -1.5802, -1.3557)  0.13
H (6.1666, -0.1399, -0.2768)  0.15
H (5.4237, 0.9230, 0.8573)  0.14
C (-1.8459, 0.8918, -3.2569)  -0.58
O (-1.4736, 1.1414, -2.0747)  -0.07
N (-3.0892, 0.4016, -3.4867)  0.22
N (-1.0561, 1.1607, -4.3153)  0.22
H (-3.3301, 0.1470, -4.4305)  0.14
H (-3.7385, 0.5896, -2.7423)  0.13
H (-0.2775, 1.7603, -4.1051)  0.13
H (-1.3019, 0.8406, -5.2370)  0.14

---

A 2-piece molecular cluster, C7H8N2O overall at a distorted geometry. Source: OMol25; level of theory: wB97M-V/def2-TZVPD.

Its SMILES is O=Cc1cccc2[nH][nH]c12.[H][H]. The energy above the lowest of the compared OMol25 structures with the same formula, charge and spin comes out at 91.4 kcal per mole. The value obtained for the lowest unoccupied orbital energy is 0.118 eV. The calculation puts the orbital gap at 9.05 eV.

Each line ends with the Löwdin charge.
Atoms and positions in Å:
O (-1.4210, -2.4773, -0.9073)  0.06
C (-0.7993, -1.6114, -1.4380)  -0.28
C (-0.1581, -0.4948, -0.8032)  -0.16
C (0.4148, 0.4880, -1.6741)  -0.05
C (1.2888, 1.4099, -1.1528)  -0.09
C (1.5295, 1.5501, 0.2344)  0.01
C (0.8080, 0.7067, 1.0604)  -0.17
N (0.5544, 0.2376, 2.4306)  0.08
N (-0.0895, -0.9596, 1.7685)  0.08
C (0.1706, -0.3927, 0.5275)  -0.21
H (-0.6451, -1.4572, -2.6115)  0.15
H (0.2942, 0.5347, -2.7353)  0.10
H (1.7376, 2.0741, -1.9406)  0.12
H (2.1189, 2.2810, 0.6096)  0.07
H (1.2984, 0.0007, 3.0765)  0.11
H (-1.0336, -1.1119, 2.0921)  0.10
H (-2.8693, -0.0794, 0.6210)  0.04
H (-3.1995, -0.6987, 0.8421)  0.04

---

A 2-piece molecular cluster, C6H12O overall. Source: OMol25; level of theory: wB97M-V/def2-TZVPD.

Its SMILES is CC(C)[C@H]1CC1=O.[H][H]. The energy above the lowest of the compared OMol25 structures with the same formula, charge and spin comes out at 60.2 kcal per mole. The value obtained for the lowest unoccupied orbital energy is 0.987 eV. The calculation puts the orbital gap at 10.10 eV.

Each line ends with the Löwdin charge.
Atoms and positions in Å:
C (-1.0613, 1.3315, -1.1490)  -0.07
C (0.0208, 1.0100, -0.1172)  -0.41
C (1.3923, 1.5360, -0.5381)  -0.07
C (0.0512, -0.4909, 0.1250)  -0.20
C (0.6458, -1.0687, 1.4477)  -0.01
C (-0.8016, -1.0538, 1.1764)  -0.41
O (-1.9144, -1.2675, 1.5758)  0.10
H (-2.0325, 0.9394, -0.8286)  0.08
H (-1.1570, 2.4123, -1.2994)  0.08
H (-0.8158, 0.8780, -2.1178)  0.08
H (-0.2560, 1.4934, 0.8316)  0.14
H (1.3719, 2.6256, -0.6540)  0.08
H (1.6991, 1.1013, -1.4975)  0.08
H (2.1580, 1.2889, 0.2059)  0.08
H (0.2235, -1.1004, -0.7649)  0.15
H (1.1758, -2.0176, 1.3838)  0.10
H (1.0535, -0.3705, 2.1782)  0.11
H (-0.5810, -3.7565, -0.1617)  0.05
H (-1.1723, -3.4903, 0.2036)  0.04